# C26H75N3O17

10 unconnected molecules or ions with the total composition C26H75N3O17 (wB97M-V/def2-TZVPD, OMol25).

The geometry in XYZ format:
```
121
Properties=species:S:1:pos:R:3:forces:R:3
C 10.725 8.818 9.500 -0.234 -0.057 -1.011
O 11.569 7.810 10.071 -1.009 0.678 -0.306
C 11.667 8.090 11.438 1.079 0.407 0.483
C 12.351 6.995 12.220 1.446 -0.681 1.376
N 12.303 7.324 13.686 -1.619 -0.078 -1.049
C 11.046 6.815 14.309 1.608 -1.173 -0.574
C 11.060 7.241 15.720 1.667 0.042 1.079
O 9.813 6.957 16.239 -1.046 0.151 1.130
C 9.813 6.625 17.623 2.003 -1.198 -0.955
H 10.460 8.541 8.457 0.320 -0.074 0.691
H 11.268 9.769 9.442 -0.013 0.016 0.133
H 9.757 9.014 10.031 0.837 -0.500 -0.026
H 10.706 8.185 11.855 -1.726 0.129 0.538
H 12.120 9.105 11.630 0.170 -0.936 -0.212
H 13.400 6.877 11.904 -0.175 0.322 0.162
H 11.945 5.971 12.110 -0.394 0.566 -0.535
H 13.087 6.969 14.226 0.074 -0.063 -0.482
H 10.943 5.704 14.228 0.364 0.406 0.182
H 10.105 7.133 13.917 -0.312 0.958 -0.950
H 11.322 8.323 15.739 -0.274 -0.347 0.269
H 11.892 6.706 16.283 -0.834 0.461 -0.418
H 10.256 5.601 17.715 0.216 0.772 0.202
H 8.840 6.477 17.952 -1.978 0.285 0.445
H 10.348 7.342 18.251 -0.013 0.016 -0.079
C 7.787 12.307 23.113 0.911 0.975 -1.051
O 8.265 12.095 21.753 -0.789 -0.010 -0.102
C 8.018 13.175 20.824 -0.867 -0.312 0.137
C 8.662 12.868 19.429 0.736 0.282 3.244
N 10.151 12.860 19.654 -2.187 0.664 -0.214
C 10.864 12.621 18.450 1.805 -0.610 -0.674
C 10.591 11.316 17.675 -0.602 -0.223 1.300
O 9.480 11.517 16.824 0.971 1.193 0.874
C 9.053 10.437 16.103 0.439 -0.243 -1.637
H 6.873 12.921 23.215 0.429 0.082 -0.536
H 8.659 12.829 23.560 -0.838 -0.363 0.646
H 7.510 11.367 23.585 0.606 -0.203 -0.169
H 8.343 14.134 21.276 0.255 -0.344 -0.399
H 6.914 13.258 20.694 0.461 -0.021 -0.033
H 8.309 13.640 18.769 0.316 0.366 -0.520
H 8.255 11.917 19.120 -0.004 -0.423 -0.354
H 10.308 12.186 20.379 0.319 -0.549 0.126
H 11.988 12.594 18.616 -1.203 0.346 0.173
H 10.657 13.480 17.800 0.182 -0.256 -0.235
H 10.363 10.475 18.384 0.061 0.574 -0.211
H 11.538 11.024 17.219 -0.103 -0.047 -0.967
H 8.242 10.818 15.508 -0.241 0.020 -0.705
H 8.623 9.639 16.654 -0.114 -0.972 1.077
H 9.869 10.036 15.461 -0.475 0.065 0.130
C 17.203 10.965 13.070 1.475 -0.385 -1.035
O 16.040 11.123 12.326 0.763 1.343 -0.359
C 15.121 10.089 12.461 -0.854 0.003 -0.567
C 14.411 10.216 13.779 0.680 0.164 0.496
N 13.733 11.482 13.860 -1.326 0.638 0.591
C 12.351 11.585 13.281 0.731 0.241 -0.829
C 11.599 12.739 13.884 1.958 1.439 0.775
O 12.282 13.881 13.363 -0.814 1.518 -0.062
C 11.627 15.158 13.652 1.506 -1.125 -0.349
H 17.709 10.018 12.816 0.001 0.139 -0.232
H 17.035 10.882 14.103 -0.343 0.223 1.547
H 17.917 11.788 12.884 -0.586 -0.280 -0.047
H 15.610 9.139 12.391 0.295 -0.856 -0.262
H 14.478 10.292 11.595 -0.310 -0.681 0.283
H 15.207 10.229 14.541 -0.146 -0.043 -0.041
H 13.799 9.396 14.081 -0.684 -0.634 -0.283
H 14.370 12.120 13.401 -0.371 0.508 -0.300
H 11.742 10.729 13.492 0.215 -1.073 0.042
H 12.465 11.736 12.180 -0.539 -0.216 0.621
H 11.812 12.725 14.956 -0.194 -0.198 0.327
H 10.528 12.854 13.815 -0.486 -0.518 -0.756
H 11.634 15.326 14.731 -0.598 -0.096 0.102
H 10.648 15.176 13.164 0.008 0.184 0.365
H 12.293 15.935 13.249 -0.365 -0.292 -0.186
O 12.509 6.482 20.983 -0.113 1.201 0.656
C 13.301 7.717 21.210 -0.224 -2.349 0.407
C 14.712 7.193 21.205 0.923 0.579 -1.652
O 15.030 6.449 19.968 0.336 1.323 0.980
H 12.455 6.077 21.862 -0.195 -0.041 -0.377
H 13.054 8.450 20.454 0.006 -0.162 -0.157
H 13.110 8.145 22.203 -0.257 -0.029 -0.319
H 14.918 6.549 22.063 -0.047 0.125 0.027
H 15.374 8.074 21.196 0.214 -0.523 0.213
H 14.422 5.718 19.887 -0.586 -0.245 0.144
O 19.046 11.112 21.294 0.533 0.104 0.740
C 18.361 10.752 20.129 0.583 -0.599 -0.630
C 19.187 9.782 19.257 -0.816 -0.123 0.462
O 20.069 10.489 18.422 0.795 -0.479 0.554
H 20.003 11.092 21.124 -0.531 0.104 -0.073
H 17.390 10.343 20.371 -0.164 -0.396 0.548
H 18.124 11.641 19.556 0.061 0.382 -0.487
H 18.480 9.166 18.664 0.384 0.061 0.181
H 19.800 9.125 19.911 -0.450 0.281 -0.397
H 19.511 11.084 17.942 -0.388 0.550 -0.856
O 11.976 10.532 20.901 0.835 0.676 -0.720
C 12.344 11.444 21.957 -0.777 -0.928 0.639
C 13.627 11.066 22.680 0.260 -0.410 -2.693
O 14.761 11.057 21.750 -0.687 0.106 0.451
H 12.487 10.752 20.069 -0.609 -0.109 1.279
H 12.348 12.461 21.594 0.258 0.422 -0.203
H 11.542 11.397 22.734 0.285 -0.060 -0.711
H 13.540 10.047 23.060 0.012 0.167 0.279
H 13.759 11.785 23.455 0.493 0.454 0.760
H 14.487 11.377 20.867 0.069 -0.066 0.565
O 14.271 11.150 18.658 0.263 -1.483 1.029
C 14.958 9.836 18.610 -0.485 3.084 -0.110
C 14.322 9.046 17.568 -0.924 -0.558 -1.472
O 14.900 7.782 17.391 0.867 -0.750 -0.334
H 14.353 11.598 17.803 0.115 0.214 -0.286
H 16.000 10.029 18.431 0.653 -0.186 -0.098
H 14.813 9.391 19.552 0.015 -0.391 1.358
H 14.420 9.587 16.611 -0.241 -0.286 0.188
H 13.256 8.918 17.798 -0.059 0.216 -0.083
H 15.164 7.374 18.236 -0.357 0.063 0.099
O 15.494 7.435 14.640 0.262 -0.166 1.176
H 15.535 7.375 15.640 -0.224 0.090 -1.201
H 16.202 6.870 14.309 -0.131 0.065 0.121
O 14.431 12.547 16.292 0.421 0.253 0.206
H 14.123 12.196 15.425 -0.441 -0.443 -0.410
H 14.729 13.437 16.076 0.001 0.059 0.269
O 17.872 10.641 16.453 -0.801 0.073 -0.144
H 17.534 9.739 16.270 0.089 0.899 0.098
H 17.140 11.279 16.287 0.535 -0.866 0.145
```
Positions in Å, forces in eV/Å.

Summary:
* Kohn-Sham gap: 8.906 eV
* SMILES: COCCNCCOC.COCCNCCOC.COCCNCCOC.OCCO.OCCO.OCCO.OCCO.O.O.O
* energy above the lowest of the compared OMol25 structures with the same formula, charge and spin: 39.9 kcal per mole

Mulliken atomic charge list, values in e, 6 entries: number 1, C, carries -0.680; number 2, O, carries -0.454; number 3, C, carries 0.040; number 4, C, carries -0.916; number 5, N, carries 0.217; number 6, C, carries -1.269

---

# C26H77N3O14

11 unconnected molecules or ions with the total composition C26H77N3O14 (wB97M-V/def2-TZVPD, OMol25).

The geometry in XYZ format:
```
120
Properties=species:S:1:pos:R:3:forces:R:3
C -2.981 5.219 2.383 3.325 -1.309 1.534
O -2.253 5.636 1.141 -3.639 1.167 1.498
C -1.442 4.691 0.460 -1.333 -0.699 -0.377
C -0.886 5.355 -0.796 1.900 0.911 1.982
N 0.230 4.698 -1.420 -8.246 -1.107 -4.992
C -0.208 3.399 -1.930 1.908 -0.792 2.149
C 0.988 2.812 -2.651 -1.255 5.104 -2.466
O 0.696 1.687 -3.301 -1.699 -1.998 -0.699
C 1.764 1.180 -4.011 -1.561 -2.997 -3.544
H -3.378 5.958 3.206 1.158 -0.645 -2.500
H -2.258 4.493 2.934 0.081 1.734 -0.124
H -3.638 4.386 2.373 -1.946 -0.222 -1.649
H -2.029 3.756 0.058 1.308 1.143 1.949
H -0.632 4.772 1.193 0.473 -2.124 -0.541
H -0.413 6.197 -0.321 -0.199 1.348 -0.369
H -1.642 5.650 -1.481 -0.684 0.222 -0.673
H 1.020 4.650 -0.969 4.054 0.049 2.852
H -0.981 3.411 -2.622 -1.698 0.655 -1.327
H -0.548 2.760 -1.072 -0.066 0.383 -1.192
H 1.855 2.784 -2.016 0.864 -0.130 0.052
H 1.055 3.631 -3.581 0.951 -1.305 2.558
H 2.541 1.174 -3.326 2.198 -0.682 0.835
H 2.123 1.605 -5.048 -1.072 0.205 2.026
H 1.320 0.127 -4.317 1.663 1.686 0.662
C -3.590 1.388 -0.922 4.422 -3.211 0.042
O -2.753 1.536 0.252 -0.236 0.763 -2.681
C -3.363 1.075 1.400 -0.272 1.362 2.000
C -2.301 1.035 2.586 -2.877 5.689 -1.937
N -3.036 0.774 3.754 0.807 -0.376 2.571
C -2.251 1.005 5.009 0.045 -3.679 -0.449
C -3.088 0.478 6.155 -2.973 0.245 1.712
O -2.500 1.023 7.335 0.190 -0.937 -0.381
C -3.034 0.534 8.512 3.814 -0.554 3.138
H -3.744 0.377 -1.324 -0.029 -0.560 1.278
H -3.241 1.729 -1.848 1.767 1.629 -0.791
H -4.490 1.720 -0.876 -5.857 2.736 1.386
H -3.667 0.098 1.169 -0.839 -1.829 0.195
H -4.324 1.674 1.725 1.860 -0.817 -0.541
H -1.838 2.108 2.644 -0.622 -1.867 -0.192
H -1.591 0.357 2.392 3.026 -2.497 -0.897
H -3.056 -0.226 3.762 -0.921 -0.888 0.061
H -2.184 2.001 5.258 0.585 2.479 -0.041
H -1.203 0.469 5.054 -1.726 1.099 -0.331
H -3.294 -0.642 6.313 0.853 1.254 -0.692
H -4.190 0.940 6.156 2.054 -0.884 -0.637
H -2.586 1.219 9.362 -0.042 -1.880 -1.411
H -3.029 -0.610 8.793 1.089 1.804 -0.978
H -3.983 0.725 8.744 -4.664 1.213 -0.393
C -2.955 -10.411 -5.184 -0.838 -0.355 2.510
O -1.752 -9.834 -4.954 3.475 3.714 -0.541
C -1.751 -8.530 -4.182 1.216 -7.109 4.279
C -0.335 -7.946 -4.173 -4.968 3.572 -2.715
N -0.332 -6.700 -3.413 -0.840 -0.127 3.155
C 0.900 -5.943 -3.539 2.040 -0.417 -1.894
C 0.888 -4.489 -2.912 3.845 -4.752 -1.112
O 2.196 -3.952 -3.000 -1.668 0.802 -1.205
C 2.124 -2.550 -2.774 7.391 -2.543 -5.963
H -3.119 -10.714 -4.175 -2.548 0.575 1.755
H -2.859 -11.439 -5.357 0.697 -1.453 -2.418
H -3.754 -9.885 -5.693 0.039 0.117 -0.132
H -2.403 -8.809 -3.141 2.445 0.408 -1.666
H -2.442 -7.951 -4.514 -3.856 4.196 -3.113
H -0.454 -7.555 -5.259 1.654 -0.953 1.293
H 0.368 -8.645 -3.983 2.582 -2.141 0.462
H -0.572 -6.901 -2.342 0.889 0.534 -2.963
H 1.082 -5.597 -4.585 -0.243 -1.381 0.061
H 1.824 -6.700 -3.251 -1.679 2.516 -0.320
H 0.942 -4.876 -2.013 -1.144 -0.625 5.834
H 0.027 -4.019 -3.130 -2.552 2.323 -1.244
H 1.703 -2.276 -1.991 -4.710 2.033 7.202
H 1.771 -2.011 -3.648 0.222 0.159 -0.143
H 3.234 -2.415 -2.487 -1.438 0.922 -1.094
C 0.933 3.516 2.992 -0.550 1.514 6.335
O 2.071 2.652 2.888 -4.911 -0.959 -4.272
H 1.137 4.627 3.514 0.121 -2.808 -1.449
H 0.118 3.099 3.817 1.953 0.612 -2.088
H 0.388 3.748 2.150 -0.437 -0.260 -2.197
H 2.663 2.945 3.462 4.120 1.886 3.944
C 1.692 -1.106 3.403 0.273 0.589 1.448
O 1.500 -1.325 4.869 0.057 1.822 -0.172
H 1.149 -0.185 2.920 -0.055 -2.460 0.759
H 1.815 -2.144 2.979 -1.221 1.416 -0.021
H 2.671 -0.729 3.358 1.721 0.478 -0.409
H 1.852 -0.532 5.402 -0.821 -1.756 -1.598
C 2.911 5.899 0.383 4.904 1.160 -2.073
O 2.340 4.855 -0.343 1.664 0.293 0.977
H 2.313 6.488 0.972 -2.364 1.140 1.029
H 3.571 6.707 -0.305 -2.039 -2.216 1.221
H 3.706 5.590 1.067 -0.049 -0.547 -0.021
H 2.605 3.976 -0.044 0.541 0.303 0.245
C 0.546 1.366 0.349 1.234 2.646 -1.004
O 1.658 0.483 0.305 -1.445 -1.315 -0.750
H 0.835 2.259 -0.296 -0.314 -1.069 1.238
H 0.530 1.722 1.371 -1.088 0.003 0.140
H -0.395 0.991 -0.122 0.680 0.047 0.939
H 1.087 -0.299 0.163 1.916 -0.799 0.193
C -0.759 -2.271 0.000 -0.067 -4.443 -0.922
O 0.546 -2.142 0.412 3.056 -4.927 0.607
H -0.966 -1.353 -0.171 -2.016 6.214 -1.679
H -1.496 -2.484 0.771 0.080 -1.278 0.169
H -0.823 -2.804 -1.019 -0.331 0.164 2.043
H 0.922 -3.145 0.373 -0.768 3.794 0.427
C -1.515 -0.563 -2.269 -0.449 -1.916 -1.574
O -1.895 0.109 -3.508 0.736 -1.055 1.404
H -0.599 -0.181 -1.880 0.557 0.865 0.373
H -1.232 -1.693 -2.352 -1.101 1.967 -0.734
H -2.356 -0.431 -1.602 0.508 -0.490 0.356
H -1.162 0.720 -3.566 0.288 0.710 -0.731
C 5.165 2.039 0.348 0.864 -6.229 -7.508
O 4.144 2.202 -0.573 2.460 5.076 -0.519
H 5.062 1.058 0.853 0.385 0.768 0.339
H 5.337 2.625 1.026 1.030 7.522 7.035
H 6.055 2.062 -0.406 -0.709 -0.347 1.987
H 3.398 1.803 -0.328 -4.900 -2.811 1.865
C 4.733 0.003 -1.344 2.847 2.475 0.829
O 5.596 -1.017 -1.861 0.772 0.427 1.480
H 3.728 -0.238 -1.408 -2.015 -1.159 0.488
H 4.713 1.016 -1.821 0.963 -1.558 -1.368
H 5.116 0.506 -0.336 -1.176 -4.110 -3.093
H 6.292 -1.069 -1.155 -0.852 -0.287 -1.386
```
Positions in Å, forces in eV/Å.

Summary:
* Kohn-Sham gap: 8.261 eV
* SMILES: COCCNCCOC.COCCNCCOC.COCCNCCOC.CO.CO.CO.CO.CO.CO.CO.CO
* energy above the lowest of the compared OMol25 structures with the same formula, charge and spin: 457.7 kcal per mole

Mulliken atomic charge list, values in e, 6 entries: number 1, C, carries -0.547; number 2, O, carries -0.528; number 3, C, carries 1.434; number 4, C, carries -1.896; number 5, N, carries -0.118; number 6, C, carries -0.254